DFT (wB97M-V/def2-TZVPD) results for a cluster of 2 separate species, C40H67Br2N4O6PS3 in total in a non-equilibrium geometry.

orbital gap	5.54	eV
E_HOMO	-6.315	eV

Positions of all 123 atoms, in Å:
C1 3.576 -0.171 3.543
C2 4.091 1.224 3.191
O1 3.920 2.071 4.070
N1 4.810 1.577 2.044
C3 5.969 2.419 2.270
P1 4.059 1.518 0.439
C4 2.378 2.274 0.972
C5 2.429 3.579 1.773
O2 1.539 3.447 2.921
C6 4.789 3.175 -0.285
C7 4.259 3.422 -1.718
C8 2.831 3.985 -1.801
S1 1.815 2.706 -2.653
C9 0.104 3.144 -2.263
S2 -0.710 4.138 -3.247
N2 -0.355 2.538 -1.067
C10 -1.400 3.250 -0.376
C11 -2.717 3.285 -0.781
C12 -3.629 4.011 -0.054
C13 -3.285 4.715 1.080
C14 -1.966 4.655 1.508
C15 -1.057 3.925 0.773
C16 -0.619 1.137 -1.185
C17 -0.538 0.432 -2.368
C18 -0.767 -0.936 -2.354
C19 -1.059 -1.599 -1.196
C20 -1.148 -0.896 0.002
C21 -0.928 0.457 -0.016
O3 5.545 0.782 -0.218
C22 5.481 -0.590 -0.425
C23 6.598 -1.388 0.282
Br1 6.611 -1.239 2.224
C24 7.977 -0.803 -0.289
C25 8.756 -1.960 -0.927
Br2 9.134 -0.080 1.139
C26 3.956 -1.060 -0.230
C27 3.470 -1.072 -1.719
C28 3.986 -2.282 -2.538
N3 4.441 -1.938 -3.912
C29 3.806 -2.432 0.443
S3 2.032 -2.837 0.433
O4 1.533 -3.123 1.749
O5 1.836 -3.856 -0.571
O6 3.367 -0.092 0.573
H1 3.918 -0.408 4.552
H2 2.480 -0.084 3.602
H3 3.779 -0.938 2.802
H4 5.666 3.475 2.369
H5 6.773 2.302 1.543
H6 6.392 2.164 3.253
H7 3.434 1.464 -0.871
H8 1.716 2.398 0.109
H9 1.887 1.528 1.618
H10 3.432 3.806 2.158
H11 2.087 4.482 1.240
H12 1.070 4.278 3.049
H13 4.673 4.041 0.381
H14 5.869 3.061 -0.450
H15 4.417 2.544 -2.356
H16 4.935 4.191 -2.132
H17 2.825 4.852 -2.475
H18 2.409 4.336 -0.857
H19 -3.012 2.763 -1.687
H20 -4.673 4.058 -0.368
H21 -3.979 5.319 1.657
H22 -1.607 5.161 2.400
H23 -0.021 3.882 1.104
H24 -0.287 0.904 -3.314
H25 -0.661 -1.461 -3.301
H26 -1.221 -2.676 -1.185
H27 -1.366 -1.409 0.935
H28 -0.975 0.974 0.942
H29 5.796 -0.678 -1.489
H30 6.585 -2.447 0.007
H31 7.809 -0.001 -1.007
H32 9.723 -1.650 -1.332
H33 8.130 -2.442 -1.691
H34 8.946 -2.710 -0.148
H35 3.795 -0.170 -2.244
H36 2.369 -1.090 -1.781
H37 4.846 -2.774 -2.058
H38 3.230 -3.071 -2.621
H39 4.098 -1.021 -4.180
H40 5.452 -1.871 -3.862
H41 4.201 -2.463 1.462
H42 4.296 -3.246 -0.100
H43 1.416 -1.706 -0.028
C30 -9.914 -2.624 0.115
C31 -9.014 -1.487 0.586
C32 -7.829 -1.185 -0.341
C33 -6.904 -2.347 -0.694
N4 -5.695 -2.561 0.196
C34 -5.954 -2.404 1.673
C35 -6.675 -3.672 2.089
C36 -6.122 -4.767 1.171
C37 -5.313 -4.040 0.100
C38 -4.483 -1.774 -0.256
C39 -4.590 -0.258 -0.152
C40 -4.973 0.429 -1.460
H44 -9.399 -3.588 0.112
H45 -10.772 -2.723 0.779
H46 -10.292 -2.434 -0.892
H47 -8.675 -1.688 1.605
H48 -9.617 -0.579 0.655
H49 -7.274 -0.342 0.069
H50 -8.251 -0.826 -1.283
H51 -6.498 -2.201 -1.694
H52 -7.457 -3.285 -0.722
H53 -4.980 -2.343 2.158
H54 -6.501 -1.487 1.871
H55 -7.751 -3.584 1.944
H56 -6.523 -3.894 3.143
H57 -6.930 -5.350 0.731
H58 -5.489 -5.467 1.714
H59 -5.501 -4.388 -0.913
H60 -4.249 -4.116 0.313
H61 -4.258 -2.096 -1.273
H62 -3.666 -2.107 0.384
H63 -3.597 0.112 0.114
H64 -5.249 0.054 0.660
H65 -4.260 0.173 -2.246
H66 -4.947 1.510 -1.325
H67 -5.970 0.163 -1.815



DFT (wB97M-V/def2-TZVPD) results for the molecule C27H38N4O3S.

SMILES	COc1ccc(NC(=S)N2[C@@H]3CC[C@H]2C[C@H](NC(=O)N[C@]24C[C@H]5C[C@H](C[C@H](C5)C2)C4)C3)c(OC)c1
orbital gap	8.46	eV
E_HOMO	-7.819	eV
relative energy (zero: lowest compared OMol25 entry of this formula, charge and spin)	0.0000	eV

Positions of all 73 atoms, in Å:
C1 -0.774 -6.309 -0.245
H1 0.034 -6.783 0.321
O1 -1.196 -5.111 0.358
C2 -0.311 -4.081 0.466
C3 -0.802 -2.919 1.056
C4 0.017 -1.818 1.182
C5 1.330 -1.853 0.741
C6 1.850 -3.036 0.197
C7 1.013 -4.137 0.045
H2 1.404 -5.040 -0.392
O2 3.170 -3.028 -0.114
C8 3.709 -4.113 -0.825
H3 3.179 -4.275 -1.769
H4 4.741 -3.839 -1.039
H5 3.695 -5.033 -0.230
N1 2.144 -0.709 0.864
C9 2.757 -0.109 -0.187
N2 3.563 0.932 0.079
C10 4.140 1.808 -0.920
H6 4.240 1.278 -1.867
C11 3.266 3.078 -1.071
H7 3.879 3.964 -0.909
C12 2.105 3.091 -0.074
N3 1.075 2.187 -0.545
C13 -0.172 2.153 0.012
O3 -0.533 2.965 0.846
N4 -0.930 1.108 -0.434
H8 -0.542 0.555 -1.184
C14 -2.383 1.037 -0.301
C15 -2.857 -0.242 -0.993
C16 -4.376 -0.357 -0.872
C17 -4.772 -0.402 0.602
C18 -4.303 0.879 1.290
C19 -2.785 0.993 1.176
H9 -2.428 1.898 1.666
H10 -2.314 0.132 1.655
C20 -4.960 2.089 0.627
C21 -4.566 2.130 -0.849
C22 -3.048 2.249 -0.965
H11 -2.699 3.157 -0.472
H12 -2.751 2.297 -2.017
C23 -5.034 0.850 -1.540
H13 -6.121 0.766 -1.470
H14 -4.769 0.880 -2.600
H15 -5.034 2.997 -1.329
H16 -4.632 3.004 1.122
H17 -6.046 2.023 0.721
H18 -4.582 0.848 2.350
H19 -5.856 -0.499 0.692
H20 -4.317 -1.271 1.083
H21 -4.707 -1.276 -1.369
H22 -2.373 -1.108 -0.534
H23 -2.572 -0.216 -2.048
H24 1.345 1.467 -1.200
H25 1.652 4.089 -0.034
C24 2.582 2.737 1.353
H26 2.946 3.637 1.848
H27 1.711 2.392 1.912
C25 3.689 1.666 1.323
H28 3.624 1.004 2.190
C26 5.105 2.275 1.218
H29 5.100 3.317 1.531
H30 5.805 1.737 1.855
C27 5.483 2.132 -0.264
H31 5.943 3.027 -0.674
H32 6.168 1.296 -0.407
H33 2.857 3.137 -2.080
S1 2.496 -0.615 -1.753
H34 2.006 -0.166 1.704
H35 -0.360 -0.902 1.613
H36 -1.824 -2.902 1.397
H37 -1.645 -6.962 -0.241
H38 -0.450 -6.147 -1.279



DFT (wB97M-V/def2-TZVPD) results for a cluster of 3 separate species, C24H47BrNO10PS4 in total in a non-equilibrium geometry.

SMILES	O=S1(=O)O[C@@H](Br)[C@](CCCCCCCCCCCCn2cccc2)([PH2]=S)O1.CCOS(C)(=O)=O.CCOS(C)(=O)=O
orbital gap	6.88	eV
E_HOMO	-7.769	eV

Positions of all 88 atoms, in Å:
O1 4.015 0.931 0.741
S1 4.233 -0.154 -0.364
O2 5.736 -0.229 -0.728
O3 3.866 -1.641 0.407
C1 2.378 -1.635 0.293
Br1 1.738 -1.139 2.121
C2 1.802 -0.860 -1.032
C3 0.513 0.148 -0.909
C4 1.022 1.641 -1.355
C5 -0.093 2.833 -1.201
C6 -1.042 2.731 0.132
C7 -2.478 2.004 -0.322
C8 -3.576 3.105 -0.912
C9 -5.074 2.951 -0.186
C10 -6.229 3.513 -1.210
C11 -7.764 3.047 -0.818
C12 -7.942 1.417 -0.915
C13 -9.300 0.999 -1.740
C14 -10.308 0.012 -0.856
N1 -9.509 -1.285 -0.636
C15 -9.489 -2.250 -1.803
C16 -8.524 -3.458 -1.188
C17 -8.054 -3.060 0.340
C18 -8.767 -1.613 0.642
P1 1.468 -2.368 -2.219
S2 -0.162 -3.331 -1.623
O4 3.058 -0.286 -1.621
H1 2.167 -2.767 0.060
H2 -0.022 0.135 0.140
H3 -0.300 -0.264 -1.681
H4 2.011 1.981 -0.786
H5 1.281 1.579 -2.519
H6 -0.828 2.884 -2.133
H7 0.512 3.862 -1.201
H8 -1.356 3.840 0.437
H9 -0.544 2.219 1.061
H10 -2.920 1.563 0.690
H11 -2.217 1.157 -1.103
H12 -3.208 4.227 -0.739
H13 -3.663 2.994 -2.091
H14 -5.230 1.845 0.173
H15 -5.079 3.642 0.787
H16 -6.070 3.172 -2.343
H17 -6.221 4.703 -1.113
H18 -8.594 3.537 -1.484
H19 -7.959 3.363 0.308
H20 -7.028 0.867 -1.447
H21 -7.921 1.014 0.207
H22 -8.937 0.403 -2.708
H23 -9.901 1.934 -2.175
H24 -10.541 0.515 0.198
H25 -11.339 -0.188 -1.385
H26 -10.010 -2.152 -2.847
H27 -8.216 -4.415 -1.792
H28 -7.362 -3.608 1.113
H29 -8.737 -0.896 1.569
H30 1.304 -1.977 -3.595
H31 2.571 -3.328 -2.080
O5 10.412 0.312 -3.619
S3 10.238 1.712 -3.299
O6 10.888 2.327 -2.160
O7 8.645 2.049 -3.235
C19 7.816 1.266 -2.387
C20 7.952 1.688 -0.937
C21 10.610 2.674 -4.743
H32 8.028 0.199 -2.511
H33 6.782 1.430 -2.711
H34 8.947 1.446 -0.549
H35 7.213 1.176 -0.314
H36 7.819 2.770 -0.832
H37 10.075 2.253 -5.596
H38 11.687 2.625 -4.914
H39 10.307 3.709 -4.567
O8 2.811 -5.524 5.529
S4 3.308 -4.404 6.299
O9 2.778 -3.065 6.138
O10 4.930 -4.343 6.162
C22 5.504 -4.313 4.864
C23 5.412 -2.928 4.250
C24 3.246 -4.828 8.022
H40 5.044 -5.065 4.215
H41 6.560 -4.584 4.974
H42 4.372 -2.664 4.033
H43 5.975 -2.882 3.314
H44 5.801 -2.171 4.938
H45 3.698 -5.811 8.160
H46 2.198 -4.850 8.327
H47 3.784 -4.068 8.593



DFT (wB97M-V/def2-TZVPD) results for a structure of composition C3H6CaO in a non-equilibrium geometry.

orbital gap	11.75	eV
total charge	+2
E_HOMO	-21.206	eV

Positions of all 11 atoms, in Å:
O1 0.357 0.572 -1.391
C1 0.075 0.120 -0.293
C2 0.142 -1.360 0.004
C3 -0.361 1.009 0.849
H1 0.464 -1.918 -0.892
H2 -0.848 -1.734 0.314
H3 0.862 -1.555 0.816
H4 -1.376 0.733 1.182
H5 0.330 0.904 1.702
H6 -0.371 2.066 0.532
Ca1 0.725 1.161 -2.823



The calculation returns the following lowest unoccupied orbital energy values, one per record and in order: -0.8, 0.6, -0.9, -9.5 eV.
The calculation returns the following calculated total energy values, one per record and in order: -8918.5661, -1894.6590, -6257.3662, -870.0333 a.u..